Entry from the Open Molecules 2025 dataset: the molecule C3H5NO3 in a non-equilibrium geometry (ωB97M-V with the def2-TZVPD basis set).

```
! RIJCOSX wB97M-V def2-TZVPD def2/J DEFGRID3
* xyz 0 1
O -3.189 -0.883 0.819
C -2.221 -0.801 0.199
N -1.409 -0.639 -0.650
C -0.102 -0.298 -0.844
C 0.274 0.836 0.144
O 1.115 0.398 1.162
O 2.285 0.106 0.473
H 0.081 -0.056 -2.004
H 0.587 -1.111 -0.488
H -0.681 1.267 0.575
H 0.686 1.772 -0.410
H 2.575 -0.590 1.024
*
```

HOMO-LUMO gap, eV: 10.36
F_max, eV/A: 3.59
Relative energy (zero: lowest compared OMol25 entry of this formula, charge and spin), kJ/mol: 479.01
SMILES string: O=C=NCCOO
E_HOMO, eV: -9.7

Just the natural (NBO) charges please, in e? Sure, here they are:
1. O -0.5146
2. C 0.8507
3. N -0.5414
4. C -0.2549
5. C -0.1008
6. O -0.2735
7. O -0.4485
8. H 0.2158
9. H 0.2155
10. H 0.2032
11. H 0.1821
12. H 0.4662